[1]
Below is 2 unconnected molecules or ions with the total composition C4H10N2OS at a distorted geometry, with properties calculated with wB97M-V/def2-TZVPD.

The geometry in ORCA input format:
```
! RIJCOSX wB97M-V def2-TZVPD def2/J DEFGRID3
* xyz 0 1
C 0.14 2.41 0.18
C -0.90 2.86 1.11
C 0.15 1.85 1.65
C 0.75 -2.79 -0.33
N -0.04 -1.95 -1.07
N -1.14 -2.39 -1.50
O -1.66 0.00 0.81
S -0.41 0.12 1.94
H -0.23 1.73 -0.63
H 0.87 3.08 -0.04
H -0.78 3.86 1.35
H -1.83 2.39 1.03
H 0.89 2.04 2.39
H 0.33 -3.74 0.05
H 1.73 -2.81 -0.89
H 1.01 -2.18 0.57
H -1.30 -3.39 -1.31
H -1.25 -0.42 -0.06
*
```

Output
E_HOMO = -0.3007 Ha
Relative energy (zero: lowest compared OMol25 entry of this formula, charge and spin) = 115.2 kcal per mole
Kohn-Sham gap = 8.62 eV
Energy = -741.1945 Eh

---

[2]
Below is a single C4H10N2OS molecule at a distorted geometry, with properties calculated with wB97M-V/def2-TZVPD.

The geometry in ORCA input format:
```
! RIJCOSX wB97M-V def2-TZVPD def2/J DEFGRID3
* xyz 0 1
C 2.37 -0.52 -0.69
C 0.09 0.03 -0.24
C -1.35 -0.40 -0.31
C -1.86 -1.02 1.01
H 2.82 -1.44 -1.07
H 2.74 0.29 -1.30
H 2.67 -0.39 0.36
H -0.49 1.61 0.86
H 1.96 1.99 0.97
H -1.34 -1.16 -1.09
H -2.83 -1.47 0.81
H -1.97 -0.33 1.85
H -1.19 -1.88 1.32
H -1.69 1.38 -1.77
N 0.93 -0.68 -0.85
N 0.34 1.05 0.68
O 1.30 1.98 0.24
S -2.50 0.95 -0.79
*
```

Output
E_HOMO = -0.3402 Ha
Relative energy (zero: lowest compared OMol25 entry of this formula, charge and spin) = 64.9 kcal per mole
Kohn-Sham gap = 10.00 eV
Energy = -741.2745 Eh

---

[3]
Below is a molecular structure, C4H10N2OS2 at a distorted geometry, with properties calculated with wB97M-V/def2-TZVPD.

The geometry in ORCA input format:
```
! RIJCOSX wB97M-V def2-TZVPD def2/J DEFGRID3
* xyz 0 1
C -2.38 0.16 0.39
C -1.70 -1.02 -0.14
C -0.49 1.76 0.79
C 3.44 -0.98 -0.54
N -1.62 1.38 0.21
N 0.79 -0.23 -0.10
O 2.56 1.44 -0.36
S 0.06 -1.42 0.64
S 2.31 0.26 0.44
H -3.31 0.33 -0.10
H -2.57 0.10 1.53
H -2.36 -1.81 0.17
H -1.63 -0.93 -1.20
H 0.07 2.59 0.38
H -0.45 1.33 1.76
H 2.94 -1.05 -1.52
H 3.56 -2.00 -0.10
H 4.49 -0.63 -0.40
H -1.89 1.57 -0.71
*
```

Output
E_HOMO (alpha / beta) = -0.2392 / -0.2391 Ha
Relative energy (zero: lowest compared OMol25 entry of this formula, charge and spin) = 62.8 kcal per mole
Kohn-Sham gap (alpha / beta) = 6.14 / 6.14 eV
Energy = -1139.3520 Eh

---

[4]
Below is a gas-phase ion, C4H10N3 (charge +1) at a distorted geometry, with properties calculated with wB97M-V/def2-TZVPD.

The geometry in ORCA input format:
```
! RIJCOSX wB97M-V def2-TZVPD def2/J DEFGRID3
* xyz 1 1
C 1.40 -0.03 0.18
C 0.71 1.04 -0.62
C -1.28 -0.46 -0.80
C 0.28 -0.63 1.08
N -0.64 -1.36 0.20
N -0.38 0.40 1.68
N -0.72 0.83 -0.68
H 1.91 -0.83 -0.50
H 2.27 0.24 0.79
H 0.95 2.04 -0.14
H 1.29 1.17 -1.53
H -1.08 -0.89 -1.80
H -2.41 -0.38 -0.49
H 0.62 -1.22 1.97
H -0.32 -2.28 -0.17
H -1.31 0.66 1.40
H -1.28 1.69 -0.57
*
```

Output
E_HOMO (alpha / beta) = -0.5195 / -0.5310 Ha
Relative energy (zero: lowest compared OMol25 entry of this formula, charge and spin) = 122.9 kcal per mole
Kohn-Sham gap (alpha / beta) = 6.78 / 8.93 eV
Energy = -322.2647 Eh

---

[5]
Below is a molecular structure, C4H10N3 at a distorted geometry, with properties calculated with wB97M-V/def2-TZVPD.

The geometry in ORCA input format:
```
! RIJCOSX wB97M-V def2-TZVPD def2/J DEFGRID3
* xyz 1 1
C 1.21 1.25 0.11
C 1.30 -1.07 0.20
C -0.83 0.19 -0.31
C -2.29 0.19 -0.16
N 1.84 0.12 -0.49
N -0.11 1.01 0.60
N -0.14 -0.86 0.34
H 1.81 1.53 0.99
H 1.09 2.07 -0.49
H 1.55 -2.05 -0.41
H 1.64 -1.24 1.27
H -0.55 0.46 -1.39
H -2.59 0.24 0.96
H -2.53 -0.82 -0.65
H -2.73 0.97 -0.79
H 1.57 0.15 -1.44
H -0.72 -1.45 0.91
*
```

Output
E_HOMO (alpha / beta) = -0.5513 / -0.5513 Ha
Relative energy (zero: lowest compared OMol25 entry of this formula, charge and spin) = 104.2 kcal per mole
Kohn-Sham gap (alpha / beta) = 8.83 / 8.83 eV
Energy = -322.2946 Eh

---

[6]
Below is a gas-phase ion, C4H10N3 (charge +1) at a distorted geometry, with properties calculated with wB97M-V/def2-TZVPD.

The geometry in ORCA input format:
```
! RIJCOSX wB97M-V def2-TZVPD def2/J DEFGRID3
* xyz 1 1
C 1.40 0.03 0.51
C -1.13 -0.26 -0.54
C 1.25 0.91 1.66
C 0.43 0.37 -0.69
N 2.24 -0.86 0.39
N -2.16 0.57 -0.56
N -1.28 -1.58 -0.51
H 1.48 1.93 1.31
H 1.91 0.49 2.49
H 0.16 0.86 1.81
H 0.28 1.39 -1.09
H 0.83 -0.19 -1.56
H 2.07 -1.32 -0.52
H -2.01 1.56 -0.51
H -3.06 0.17 -0.76
H -0.35 -2.05 -0.67
H -2.06 -2.04 -0.74
*
```

Output
E_HOMO = -0.5199 Ha
Relative energy (zero: lowest compared OMol25 entry of this formula, charge and spin) = 34.0 kcal per mole
Kohn-Sham gap = 10.23 eV
Energy = -322.4064 Eh

---

[7]
Below is 2 unconnected molecules or ions with the total composition C4H10N3 at a distorted geometry, with properties calculated with wB97M-V/def2-TZVPD.

The geometry in ORCA input format:
```
! RIJCOSX wB97M-V def2-TZVPD def2/J DEFGRID3
* xyz 1 1
C 0.55 1.11 -2.25
C -3.61 0.41 0.96
C 1.21 0.49 -1.05
C 0.92 -0.67 1.02
N -2.62 -0.14 0.71
N 0.46 -0.16 -0.22
N -0.28 -0.69 1.94
H 0.83 0.67 -3.21
H -0.44 0.92 -2.16
H -4.53 0.89 0.84
H 0.82 2.20 -2.15
H 2.25 0.50 -0.75
H 1.83 -0.31 1.45
H 1.13 -1.67 0.83
H -0.20 -0.24 2.86
H -0.51 -1.68 1.95
H -1.28 -0.27 1.44
*
```

Output
E_HOMO = -0.5023 Ha
Relative energy (zero: lowest compared OMol25 entry of this formula, charge and spin) = 64.0 kcal per mole
Kohn-Sham gap = 10.69 eV
Energy = -322.3586 Eh

---

[8]
Below is 2 unconnected molecules or ions with the total composition C4H10N3 at a distorted geometry, with properties calculated with wB97M-V/def2-TZVPD.

The geometry in ORCA input format:
```
! RIJCOSX wB97M-V def2-TZVPD def2/J DEFGRID3
* xyz 1 1
C 3.19 -0.38 2.01
C -0.14 -0.96 -1.99
C -0.24 1.39 -1.24
C -0.19 -0.37 0.40
N 2.90 0.02 0.97
N -0.56 0.54 1.34
N -0.32 0.14 -1.04
H 3.37 -0.68 3.05
H -1.05 -1.63 -1.89
H 0.71 -1.45 -1.85
H -0.15 -0.49 -2.98
H -0.28 1.86 -2.22
H -0.34 2.01 -0.25
H 0.93 -0.70 0.52
H -0.87 -1.30 0.48
H 0.04 1.23 1.69
H -1.57 0.58 1.62
*
```

Output
E_HOMO = -0.5249 Ha
Relative energy (zero: lowest compared OMol25 entry of this formula, charge and spin) = 60.6 kcal per mole
Kohn-Sham gap = 10.05 eV
Energy = -322.3639 Eh